Below is a cluster of 2 separate species, C3H6NO2 in total, with properties calculated with wB97M-V/def2-TZVPD.

Geometry as XYZ:
```
12
Properties=species:S:1:pos:R:3:nbo_charge:R:1
C 2.05 0.03 1.04 -0.441
C 0.33 0.88 -0.30 -0.048
N 1.53 0.99 0.11 -0.463
H 2.54 0.54 1.89 0.179
H 1.29 -0.64 1.49 0.181
H 2.85 -0.56 0.61 0.187
H 0.11 1.47 -1.25 0.179
H -0.30 -0.02 -0.11 0.205
O -2.25 -1.00 0.30 -0.795
C -2.62 -0.62 -0.84 0.631
O -2.42 0.40 -1.54 -0.786
H -3.09 -1.48 -1.41 -0.029
```

Results
multiplicity	1
electronic energy	-323.15715	Eh
relative energy (zero: lowest compared OMol25 entry of this formula, charge and spin)	38.3	kcal per mole
charge	-1

Below is the molecule C3H6N2, with properties calculated with wB97M-V/def2-TZVPD.

Geometry as XYZ:
```
11
Properties=species:S:1:pos:R:3:nbo_charge:R:1
C -0.75 -0.59 -0.76 -0.439
C -0.49 0.98 -0.63 -0.430
C 0.14 -0.04 0.24 0.165
N 1.45 -0.22 0.68 -0.442
N 0.39 -0.17 1.62 -0.457
H -1.70 -1.16 -0.42 0.235
H -0.12 -1.25 -1.49 0.221
H 0.12 1.36 -1.57 0.225
H -1.36 1.61 -0.40 0.233
H 1.75 -1.17 0.56 0.335
H 0.57 0.65 2.18 0.354
```

Results
multiplicity	1
electronic energy	-227.27714	Eh
relative energy (zero: lowest compared OMol25 entry of this formula, charge and spin)	92.7	kcal per mole
SMILES string	C1CC12NN2
charge	0

Below is a cluster of 2 separate species, C33H48ClN2O6 in total, with properties calculated with wB97M-V/def2-TZVPD.

Geometry as XYZ:
```
90
Properties=species:S:1:pos:R:3:lowdin_charge:R:1
C -1.76 -0.05 6.44 -0.134
C -0.72 1.26 6.52 -0.200
C 0.15 1.42 5.11 -0.055
C 1.57 0.65 4.80 0.056
C 2.42 0.77 3.39 0.000
C 1.76 1.76 2.21 0.016
C 0.34 2.53 2.52 0.007
C -0.39 3.48 1.38 -0.105
C -1.57 2.52 0.71 -0.180
N -1.03 1.28 0.03 -0.136
C -1.76 1.03 -1.29 -0.228
C -1.12 -0.34 -1.92 -0.109
C -1.23 0.03 0.84 -0.306
C -2.64 -0.54 1.45 -0.036
O -0.10 -0.69 1.12 -0.044
C -0.50 2.40 3.96 -0.069
O -1.79 3.13 4.10 -0.184
C -1.62 4.38 4.86 -0.135
C -2.08 5.74 4.08 -0.342
C -3.31 5.56 3.01 -0.081
O -2.51 6.82 5.02 -0.124
C 2.63 1.87 0.82 -0.190
O 2.70 2.94 0.02 -0.053
C 3.55 0.56 0.34 0.001
C 3.83 0.33 -1.28 -0.004
C 4.78 -0.93 -1.81 -0.044
C 5.38 -1.92 -0.63 -0.020
C 5.10 -1.69 1.00 -0.065
C 5.77 -2.75 2.05 -0.174
C 4.96 -4.19 2.16 -0.246
C 5.07 -5.09 0.78 -0.558
Cl 4.14 -6.72 1.00 0.410
C 4.17 -0.44 1.53 0.022
C 3.84 -0.06 3.09 -0.186
O 4.60 -0.35 4.16 -0.038
H -2.55 0.06 7.32 0.084
H -1.17 -1.06 6.59 0.082
H -2.40 -0.04 5.43 0.081
H -0.03 1.21 7.46 0.115
H -1.44 2.20 6.66 0.100
H 2.03 -0.07 5.63 0.115
H -0.92 4.42 1.89 0.102
H 0.35 3.92 0.59 0.113
H -2.28 2.22 1.60 0.111
H -2.21 3.23 0.00 0.134
H -1.59 2.00 -1.95 0.137
H -2.90 0.84 -1.02 0.119
H 0.02 -0.53 -1.60 0.102
H -1.81 -1.24 -1.58 0.089
H -1.09 -0.22 -3.09 0.057
H -3.44 -0.86 0.64 0.084
H -3.13 0.18 2.27 0.095
H -2.39 -1.54 2.05 0.106
H -0.45 4.49 5.07 0.157
H -2.23 4.29 5.86 0.143
H -1.16 6.19 3.48 0.144
H -3.48 4.46 2.63 0.070
H -4.35 6.02 3.38 0.100
H -3.02 6.20 2.05 0.089
H -2.40 7.68 4.49 0.124
H 3.40 1.04 -2.12 0.093
H 4.99 -1.04 -2.96 0.082
H 6.08 -2.80 -0.99 0.090
H 5.99 -2.30 3.11 0.114
H 6.84 -3.03 1.59 0.123
H 3.84 -4.07 2.49 0.118
H 5.52 -4.81 3.00 0.120
H 4.50 -4.51 -0.06 0.071
H 6.17 -5.39 0.51 0.090
C -2.91 -1.91 -5.46 0.013
N -2.74 -2.69 -6.77 -0.341
C -4.10 -2.78 -7.46 0.014
C -2.25 -4.10 -6.46 0.021
C -1.77 -1.96 -7.74 -0.072
C -0.33 -1.81 -7.23 -0.218
O -0.30 -1.06 -6.02 -0.080
H -3.78 -2.32 -4.94 0.109
H -2.03 -2.06 -4.84 0.090
H -3.07 -0.86 -5.71 0.117
H -4.79 -3.30 -6.78 0.111
H -3.99 -3.34 -8.39 0.111
H -4.46 -1.76 -7.65 0.114
H -1.31 -4.04 -5.92 0.106
H -2.12 -4.64 -7.41 0.116
H -3.01 -4.59 -5.84 0.115
H -2.21 -0.97 -7.93 0.141
H -1.77 -2.53 -8.68 0.141
H 0.27 -1.27 -7.97 0.136
H 0.14 -2.78 -7.06 0.118
H 0.63 -1.05 -5.71 0.122
```

Results
multiplicity	1
electronic energy	-2306.20035	Eh
charge	+1

Asked for LUMO energy across the records above, the calculation gives 0.149; 0.046; -0.105 Eh in order.
Asked for orbital gap across the records above, the calculation gives 8.0; 10.7; 7.1 eV in order.